The following is a quantum chemistry calculation of C43H32CuN6P2S2 as an isolated structure, from OMol25.

Structure (XYZ):
```
86
Properties=species:S:1:pos:R:3:forces:R:3
Cu -0.639529 0.269655 0.747617 0.06 -0.10 0.11
C -1.164378 4.692350 2.359023 0.02 0.00 0.00
C -1.584264 3.399036 2.084704 0.01 0.00 0.00
N -0.753741 2.368147 2.158304 -0.02 -0.02 -0.02
C 0.512644 2.626487 2.485099 -0.04 0.01 -0.02
C 0.932203 3.934933 2.713097 0.02 0.00 0.01
N 0.098366 4.964334 2.667237 -0.01 0.01 0.01
C 1.417564 1.452491 2.607390 0.03 0.02 0.02
C 2.636844 1.504093 3.264443 0.02 0.00 0.02
C 3.387430 0.338931 3.386240 -0.03 0.01 -0.01
C 2.873481 -0.838091 2.857730 0.01 0.00 0.02
C 1.651543 -0.807767 2.201007 0.03 -0.03 0.00
N 0.960705 0.322462 2.077700 -0.07 0.02 -0.09
C 1.018072 -2.004464 1.588788 -0.02 -0.01 0.00
C 1.689926 -3.197513 1.370231 0.01 0.01 -0.01
N 1.108682 -4.237191 0.782368 0.00 -0.02 -0.01
C -0.150407 -4.078750 0.399599 0.01 0.01 0.01
C -0.839191 -2.890326 0.612682 0.02 -0.01 -0.02
N -0.256682 -1.864438 1.213268 -0.01 0.11 0.01
C 4.695570 0.353230 4.081444 0.00 -0.01 -0.01
C 5.065319 -0.670524 4.945398 0.00 -0.01 0.00
C 6.301172 -0.606337 5.570060 0.00 0.00 0.00
N 7.169370 0.384518 5.387468 0.00 0.01 0.00
C 6.811499 1.359470 4.556360 0.00 -0.01 0.01
C 5.597791 1.392466 3.887670 0.00 0.01 0.00
H -1.858170 5.523705 2.324760 -0.01 -0.01 0.00
H -2.611782 3.190179 1.808474 0.01 0.02 0.01
H 1.968546 4.163744 2.929321 0.00 -0.01 0.00
H 2.988567 2.421127 3.715361 0.00 0.00 0.00
H 3.432718 -1.758273 2.946849 -0.01 0.00 0.00
H 2.730002 -3.320030 1.645645 -0.01 0.00 0.01
H -0.629847 -4.911865 -0.098399 0.00 0.01 0.00
H -1.855837 -2.757891 0.269079 -0.02 0.00 -0.01
H 4.395749 -1.495799 5.150412 0.00 0.00 0.00
H 6.606432 -1.389800 6.254510 0.00 0.00 0.00
H 7.534347 2.154704 4.412944 0.00 0.00 0.00
H 5.374171 2.203606 3.206743 0.00 0.00 0.00
S -2.193438 -1.904424 -2.608423 -0.01 0.00 0.02
P -2.421817 -0.068939 -1.944046 -0.06 0.04 -0.04
C -1.046561 0.594770 -1.094770 0.03 -0.03 0.00
P 0.520615 0.791639 -1.870637 0.02 0.04 -0.04
S 1.798513 -0.642178 -1.430290 -0.01 -0.03 -0.01
C 0.381375 1.022270 -3.671528 -0.02 0.00 0.02
C 0.153372 2.276867 -4.232600 0.00 0.00 -0.01
C 0.001980 2.410011 -5.604475 0.00 0.00 0.01
C 0.069516 1.290907 -6.421880 0.01 -0.01 0.00
C 0.288861 0.038021 -5.866282 0.01 0.02 -0.02
C 0.448455 -0.097905 -4.495517 0.01 -0.01 0.00
C 1.118728 2.410960 -1.275865 0.05 -0.04 -0.02
C 2.487562 2.625585 -1.157182 -0.01 0.00 0.06
C 2.967240 3.864494 -0.753595 -0.01 0.02 0.01
C 2.082269 4.897966 -0.476879 0.02 -0.01 -0.01
C 0.714796 4.689004 -0.597577 -0.03 0.01 0.00
C 0.234999 3.447222 -0.986753 -0.01 0.01 -0.02
C -3.845820 0.066910 -0.808563 0.03 -0.02 0.00
C -3.805753 0.816114 0.361275 -0.03 0.01 -0.01
C -4.926508 0.908540 1.177516 0.01 0.01 0.00
C -6.098427 0.259658 0.822039 0.00 0.00 0.01
C -6.146650 -0.485756 -0.349623 -0.01 -0.01 0.00
C -5.026540 -0.584613 -1.158486 0.01 -0.02 0.00
C -2.899018 1.097020 -3.263670 0.00 0.01 0.06
C -2.990625 0.690301 -4.586110 0.01 -0.02 -0.01
C -3.341026 1.606405 -5.569383 -0.01 0.01 0.00
C -3.598509 2.926388 -5.233497 -0.01 -0.01 -0.01
C -3.510579 3.337140 -3.908340 0.00 0.00 0.01
C -3.165357 2.423429 -2.926959 0.01 0.00 0.00
H 0.097838 3.155707 -3.602167 0.00 -0.01 -0.03
H -0.173214 3.388838 -6.032757 0.00 0.00 0.00
H -0.049044 1.395680 -7.493315 0.00 0.00 0.00
H 0.340250 -0.837080 -6.501532 0.00 0.00 0.00
H 0.627195 -1.070052 -4.054762 0.00 0.00 0.00
H 3.165483 1.806710 -1.366523 0.00 0.01 -0.01
H 4.034247 4.025295 -0.662182 0.00 0.00 0.00
H 2.455387 5.866082 -0.166836 0.00 0.00 0.00
H 0.023792 5.494270 -0.381552 0.00 0.00 0.00
H -0.831745 3.272479 -1.070725 -0.02 0.00 0.00
H -2.888867 1.325061 0.634464 0.02 -0.01 -0.01
H -4.881325 1.484484 2.094234 0.00 0.00 0.00
H -6.972321 0.329252 1.457128 0.00 0.00 0.00
H -7.059264 -0.996680 -0.628795 0.00 0.00 0.00
H -5.052371 -1.182696 -2.061797 0.00 0.00 0.00
H -2.773782 -0.341807 -4.834154 -0.01 0.01 0.00
H -3.403824 1.287487 -6.602105 0.00 0.00 0.00
H -3.870102 3.638453 -6.002758 0.00 0.00 0.00
H -3.717525 4.366290 -3.642581 0.00 0.00 0.00
H -3.111344 2.735912 -1.889109 0.00 0.01 0.00
```
Positions in Å, forces in eV/Å.

Output
Spin multiplicity: 2
Calculated total energy (eV): -138940.644
Molecular weight (u): 822.4
⟨S²⟩: 0.756
Net charge: 0